Molecular formula: C4H7NO4
Method: DFT, ωB97M-V with the def2-TZVPD basis set

Values from the calculation:
Energy above the lowest of the compared OMol25 structures with the same formula, charge and spin ... 112.3 kcal/mol

Positions of all 16 atoms, in Å:
1 C -0.617 -2.420 -0.323
2 C -1.486 1.063 -0.114
3 N -0.343 0.188 -0.098
4 C 0.893 0.256 -0.328
5 C 1.343 1.787 0.767
6 O -0.820 -1.218 -1.005
7 O 2.655 1.690 0.882
8 O 1.871 -0.377 -0.605
9 O 0.653 2.602 1.286
10 H 2.952 0.904 0.370
11 H 0.448 -2.634 -0.157
12 H -1.035 -3.213 -0.955
13 H -1.154 -2.453 0.636
14 H -1.987 0.969 -1.075
15 H -1.214 2.106 0.036
16 H -2.159 0.750 0.683

Forces on the atoms, in the same order (eV/Å):
C 0.27 -0.23 0.81
C -0.27 0.22 -0.03
N -3.09 -4.65 -2.32
C 3.16 4.08 3.09
C 0.07 -1.51 -1.40
O 0.00 2.51 0.87
O 0.18 -0.07 0.00
O -0.39 -0.52 -0.70
O -0.02 -0.14 -0.15
H -0.26 0.21 0.06
H -0.18 0.05 -0.03
H 0.04 0.27 -0.08
H 0.11 0.03 -0.13
H 0.04 -0.09 -0.04
H 0.32 -0.18 0.12
H 0.03 0.04 -0.07

=====

Molecular formula: C4H7NO4
Method: DFT, ωB97M-V with the def2-TZVPD basis set

Values from the calculation:
Energy above the lowest of the compared OMol25 structures with the same formula, charge and spin ... 52.1 kcal/mol

Positions of all 16 atoms, in Å:
1 C 0.152 -0.733 0.270
2 C -0.038 -0.454 1.717
3 C 0.916 0.150 -0.657
4 C -0.835 0.872 -0.843
5 N -0.209 -1.870 -0.285
6 O 1.676 1.064 0.069
7 O -0.756 2.186 -0.561
8 O 1.277 -0.254 -1.785
9 O -1.745 0.368 -1.439
10 H 2.147 1.592 -0.588
11 H -1.520 2.626 -0.975
12 H 0.081 -1.975 -1.259
13 H -0.969 -2.425 0.080
14 H -0.085 0.619 1.890
15 H -0.931 -0.941 2.112
16 H 0.839 -0.825 2.254

Forces on the atoms, in the same order (eV/Å):
C 0.82 0.06 -0.52
C -0.17 0.20 -0.11
C 0.46 -0.97 0.63
C -0.45 0.10 -0.13
N -0.20 0.39 -0.07
O -0.45 -0.06 -0.33
O 0.00 -0.03 -0.03
O -0.32 0.35 0.36
O 0.30 0.12 0.15
H -0.01 -0.06 -0.01
H 0.02 -0.13 0.05
H -0.08 0.02 0.14
H 0.13 0.03 -0.03
H -0.05 -0.02 0.01
H 0.03 0.03 0.00
H -0.03 -0.05 -0.09

=====

Molecular formula: C4H7NOS
Method: DFT, ωB97M-V with the def2-TZVPD basis set

Values from the calculation:
SMILES ... C[C@H](C=S)NC=O
Energy above the lowest of the compared OMol25 structures with the same formula, charge and spin ... 77.9 kcal/mol

Positions of all 14 atoms, in Å:
1 C 0.332 1.342 0.353
2 C -0.343 0.113 -0.339
3 C 1.536 -1.340 0.070
4 C -1.925 0.306 -0.283
5 H -0.228 2.177 -0.140
6 H 1.504 1.508 0.478
7 H 0.275 1.357 1.571
8 H -0.021 0.331 -1.406
9 H -0.229 -2.157 0.299
10 H 1.666 -2.659 0.042
11 H -2.066 1.438 -0.722
12 N 0.131 -1.220 0.135
13 O 2.364 -0.426 -0.165
14 S -2.995 -0.768 0.107

Forces on the atoms, in the same order (eV/Å):
C 1.20 0.73 3.72
C -0.66 0.04 0.38
C 0.14 -0.95 -1.48
C 3.35 3.04 -1.83
H 0.94 -0.11 0.95
H -2.56 -0.67 -1.91
H -1.22 -0.09 -2.72
H -0.56 -0.97 0.73
H -1.29 1.01 -0.43
H 0.73 3.65 0.46
H -0.41 -2.73 1.22
N 3.64 1.45 -0.35
O -2.41 -3.83 0.91
S -0.88 -0.55 0.33

=====

Molecular formula: C4H7NOS
Method: DFT, ωB97M-V with the def2-TZVPD basis set

Values from the calculation:
Energy above the lowest of the compared OMol25 structures with the same formula, charge and spin ... 80.2 kcal/mol

Positions of all 14 atoms, in Å:
1 C -0.110 -1.195 0.157
2 C 1.203 -1.390 0.090
3 C 0.667 1.054 0.658
4 C -1.727 0.444 -0.367
5 N -0.681 -0.030 0.536
6 O 2.508 0.604 -0.990
7 S 2.144 0.080 0.335
8 H -0.553 -2.150 0.049
9 H 1.611 -2.333 -0.097
10 H 0.552 1.708 -0.316
11 H 0.464 1.438 1.712
12 H -2.232 -0.391 -0.780
13 H -2.537 1.012 0.128
14 H -1.309 1.149 -1.117

Forces on the atoms, in the same order (eV/Å):
C 1.50 -1.09 0.34
C -0.15 1.84 0.58
C -4.22 -1.11 -0.29
C -0.22 1.76 0.57
N 1.96 2.31 -0.08
O 0.94 0.21 -0.99
S -0.02 -0.03 0.26
H -1.99 -0.36 -0.33
H 0.90 -1.02 -0.17
H 0.43 -0.78 2.43
H 0.79 0.02 -1.75
H -0.23 -0.83 -0.85
H 0.62 -0.15 0.29
H -0.28 -0.78 -0.01

=====

Molecular formula: C4H7NOS
Method: DFT, ωB97M-V with the def2-TZVPD basis set

Values from the calculation:
Energy above the lowest of the compared OMol25 structures with the same formula, charge and spin ... 81.6 kcal/mol

Positions of all 14 atoms, in Å:
1 C -0.734 1.103 -1.944
2 C -1.344 0.350 -1.020
3 C 1.821 -0.616 1.233
4 C 0.221 -0.416 1.056
5 N -0.057 -0.215 -0.404
6 O -2.578 0.120 -0.672
7 S 0.926 0.602 -1.543
8 H -1.229 1.717 -2.628
9 H 2.430 -0.237 0.504
10 H 2.127 -1.641 1.565
11 H 1.952 0.047 2.122
12 H -0.189 0.458 1.740
13 H -0.227 -1.341 1.420
14 H -3.118 0.069 -1.429

Forces on the atoms, in the same order (eV/Å):
C -0.15 -0.57 0.50
C 5.37 -0.03 0.74
C -3.08 -0.16 4.01
C 1.33 1.11 -0.56
N -3.43 -1.09 0.92
O -0.29 -0.51 2.32
S -0.66 0.93 0.05
H 0.04 0.79 -1.39
H 1.22 0.79 -2.14
H -0.48 0.82 -0.65
H 0.62 -0.61 -0.50
H 0.95 -1.48 -1.52
H -0.36 0.12 -0.35
H -1.09 -0.13 -1.43

=====

Molecular formula: C4H7NOS
Method: DFT, ωB97M-V with the def2-TZVPD basis set

Values from the calculation:
SMILES ... O=CN1C[C@@H]1CS
Energy above the lowest of the compared OMol25 structures with the same formula, charge and spin ... 34.9 kcal/mol

Positions of all 14 atoms, in Å:
1 C -1.269 0.377 0.523
2 C -0.567 -0.354 -0.604
3 C 0.327 0.395 -1.538
4 C 1.735 -0.231 0.427
5 H -0.455 -1.053 2.246
6 H -0.654 1.213 0.843
7 H -2.171 0.793 0.115
8 H -1.180 -1.228 -1.028
9 H 0.499 1.480 -1.362
10 H 0.408 0.107 -2.559
11 H 2.630 0.259 0.033
12 N 0.877 -0.531 -0.586
13 O 1.566 -0.516 1.595
14 S -1.746 -0.711 1.894

Forces on the atoms, in the same order (eV/Å):
C 0.72 -0.47 -0.27
C -0.91 -1.17 -0.42
C 0.28 1.19 0.34
C -0.24 -0.09 0.65
H -0.86 0.27 -0.27
H 0.08 0.06 0.28
H -0.61 0.16 -0.08
H 1.18 1.28 0.67
H -0.22 -0.81 0.00
H -0.05 -0.21 -0.65
H 0.37 0.12 0.17
N -0.81 -0.40 -0.08
O 0.28 0.15 -0.53
S 0.78 -0.07 0.19

=====

Molecular formula: C4H7NOS
Method: DFT, ωB97M-V with the def2-TZVPD basis set

Values from the calculation:
SMILES ... N/C(=C\C=S)CO
Energy above the lowest of the compared OMol25 structures with the same formula, charge and spin ... 86.2 kcal/mol

Positions of all 14 atoms, in Å:
1 C 0.108 -0.201 0.021
2 C 1.500 -0.494 -0.033
3 C -0.742 -0.329 -1.044
4 C -2.143 0.012 -0.868
5 H 0.733 0.319 1.821
6 H -1.130 0.903 1.320
7 H 2.020 -0.514 -1.082
8 H 1.691 -1.624 0.229
9 H 1.933 1.486 0.631
10 H -0.623 -1.175 -1.754
11 H -2.934 -0.462 -1.523
12 N -0.179 0.448 1.149
13 O 2.402 0.421 0.904
14 S -2.638 1.209 0.228

Forces on the atoms, in the same order (eV/Å):
C -1.33 2.67 0.76
C 6.10 -2.51 -0.76
C -3.44 -2.02 -0.61
C 0.73 0.82 0.12
H -3.24 0.96 -1.49
H 1.19 -0.69 -0.21
H -1.40 0.68 1.74
H -0.16 2.15 0.36
H 2.34 -4.84 1.24
H 0.64 0.99 0.23
H 1.13 0.62 0.64
N 2.93 -0.65 2.32
O -4.18 2.65 -3.19
S -1.31 -0.81 -1.16

=====

Molecular formula: C4H7NOS2
Method: DFT, ωB97M-V with the def2-TZVPD basis set

Values from the calculation:
Energy above the lowest of the compared OMol25 structures with the same formula, charge and spin ... 58.7 kcal/mol

Positions of all 15 atoms, in Å:
1 C -1.386 -0.033 -0.355
2 C 0.931 -0.262 0.289
3 C 0.629 -1.644 -0.315
4 C 0.056 1.944 -0.075
5 N -0.194 0.470 -0.077
6 O -1.244 -2.199 1.610
7 S -2.755 0.570 -0.821
8 S -1.081 -2.138 0.145
9 H 1.093 -0.163 1.377
10 H 1.729 0.194 -0.345
11 H 0.498 -1.471 -1.396
12 H 1.339 -2.419 -0.191
13 H 0.840 2.081 0.682
14 H 0.273 2.568 -0.987
15 H -0.727 2.503 0.459

Forces on the atoms, in the same order (eV/Å):
C 1.71 -2.87 0.93
C 1.28 -1.42 -1.02
C -0.87 0.46 0.03
C -0.33 0.89 1.53
N -1.89 3.92 -0.92
O 0.28 -0.14 0.07
S -1.51 0.78 -0.49
S 0.10 2.42 -0.67
H 0.34 -0.49 -0.48
H 0.15 -0.54 1.08
H 0.14 -0.17 0.20
H 0.76 -0.73 0.53
H 0.43 -0.01 -0.65
H -0.10 -1.52 0.39
H -0.51 -0.57 -0.55

=====

Number 1: energy -512.20354 Eh. Number 2: energy -512.29948 Eh. Number 3: energy -684.68295 Eh. Number 4: energy -684.67925 Eh. Number 5: energy -684.67703 Eh. Number 6: energy -684.75150 Eh. Number 7: energy -684.66965 Eh. Number 8: energy -1082.90133 Eh.